No. 1
{"formula": "C25H38BClN7O2RuS3", "method": "wB97M-V/def2-TZVPD", "elements": ["Ru", "C", "C", "C", "C", "N", "C", "C", "N", "B", "N", "C", "C", "N", "C", "S", "C", "C", "C", "C", "N", "C", "C", "N", "C", "S", "C", "C", "C", "C", "C", "S", "H", "H", "H", "H", "H", "H", "H", "H", "H", "H", "H", "H", "H", "H", "H", "H", "H", "H", "H", "H", "H", "H", "H", "H", "H", "H", "H", "H", "H", "H", "H", "H", "H", "H", "O", "C", "C", "C", "C", "O", "N", "H", "H", "H", "H", "Cl"], "coordinates": [[0.223, 0.103, -0.574], [-0.246, -4.607, -0.200], [-0.475, -4.532, 1.305], [0.882, -4.644, 2.005], [-1.415, -5.671, 1.727], [-1.111, -3.272, 1.737], [-1.432, -3.068, 3.056], [-2.054, -1.875, 3.158], [-2.121, -1.319, 1.912], [-2.798, 0.060, 1.725], [-1.926, 1.201, 2.274], [-2.478, 2.388, 2.672], [-1.493, 3.182, 3.145], [-0.314, 2.490, 3.043], [-0.598, 1.284, 2.488], [0.513, 0.047, 2.130], [0.983, 2.921, 3.581], [1.314, 1.996, 4.756], [2.057, 2.844, 2.494], [0.888, 4.361, 4.088], [-3.182, 0.306, 0.250], [-4.215, -0.386, -0.312], [-4.358, 0.022, -1.591], [-3.410, 0.982, -1.828], [-2.671, 1.114, -0.697], [-1.333, 2.165, -0.474], [-3.262, 1.751, -3.070], [-4.325, 1.316, -4.078], [-3.456, 3.235, -2.748], [-1.880, 1.482, -3.663], [-1.522, -2.176, 1.054], [-1.411, -1.909, -0.629], [0.188, -5.575, -0.438], [0.454, -3.840, -0.520], [-1.173, -4.498, -0.756], [1.343, -5.595, 1.754], [0.784, -4.586, 3.087], [1.544, -3.849, 1.666], [-1.019, -6.618, 1.371], [-2.407, -5.529, 1.301], [-1.515, -5.735, 2.808], [-1.204, -3.776, 3.822], [-2.465, -1.380, 4.011], [-3.811, 0.043, 2.356], [-3.529, 2.566, 2.586], [-1.560, 4.172, 3.542], [1.374, 0.965, 4.420], [0.539, 2.066, 5.519], [2.266, 2.277, 5.196], [2.306, 1.812, 2.269], [2.960, 3.350, 2.828], [1.714, 3.314, 1.573], [0.160, 4.453, 4.892], [0.627, 5.047, 3.286], [1.857, 4.654, 4.483], [-4.754, -1.123, 0.247], [-5.049, -0.316, -2.328], [-5.331, 1.478, -3.696], [-4.203, 0.270, -4.350], [-4.205, 1.914, -4.978], [-4.428, 3.402, -2.285], [-3.401, 3.817, -3.664], [-2.683, 3.586, -2.072], [-1.722, 0.412, -3.788], [-1.090, 1.868, -3.022], [-1.792, 1.963, -4.633], [2.225, 1.599, -0.512], [2.931, 0.614, -0.293], [4.448, 0.616, -0.191], [4.761, -0.841, 0.123], [3.380, -1.513, 0.231], [3.196, -2.664, 0.552], [2.424, -0.602, -0.069], [4.753, 1.306, 0.598], [4.879, 0.963, -1.130], [5.300, -0.988, 1.059], [5.322, -1.336, -0.671], [0.827, -0.290, -2.829]], "forces_ev_per_a": [[0.341, -0.362, 0.327], [0.047, 0.088, 0.067], [0.275, -0.734, -0.197], [-0.117, 0.143, -0.038], [0.111, 0.125, -0.011], [-0.287, 0.932, -0.020], [-0.247, 0.328, 0.563], [0.093, -0.436, 0.199], [0.001, -0.619, -0.214], [0.402, -0.026, -0.236], [0.355, 0.218, 0.527], [-0.024, 0.350, 0.216], [-0.716, 0.252, 0.018], [-0.540, -0.433, -0.450], [0.039, -0.492, 0.184], [0.286, -0.202, -0.651], [0.714, 0.057, 0.324], [-0.052, 0.053, -0.081], [-0.005, -0.065, -0.012], [-0.140, -0.222, -0.082], [-0.270, 0.369, -0.373], [-0.275, -0.011, -0.203], [-0.281, -0.355, 0.353], [0.194, -0.407, 0.741], [-0.191, 0.375, 0.240], [0.912, -0.253, -0.102], [0.205, 0.536, -0.662], [0.068, -0.017, 0.236], [0.018, -0.088, 0.003], [0.016, 0.064, 0.085], [-0.447, 0.048, -0.082], [0.769, 0.713, -0.572], [0.047, -0.172, 0.136], [-0.001, -0.039, -0.081], [0.021, -0.085, -0.052], [0.004, -0.110, -0.028], [-0.003, -0.036, 0.122], [0.058, 0.051, -0.011], [0.061, -0.073, -0.038], [-0.074, 0.017, -0.078], [-0.005, -0.022, 0.095], [0.068, -0.156, 0.111], [-0.045, 0.094, 0.224], [-0.251, 0.012, 0.159], [-0.223, 0.107, -0.002], [0.029, 0.112, 0.036], [0.069, -0.057, 0.017], [-0.044, 0.050, 0.093], [0.145, 0.056, 0.063], [0.011, 0.104, -0.048], [0.059, 0.128, 0.122], [-0.002, 0.029, -0.054], [-0.054, 0.049, 0.076], [-0.027, 0.111, -0.094], [0.054, -0.032, -0.007], [-0.146, -0.137, 0.053], [-0.175, -0.014, -0.208], [-0.102, 0.011, -0.008], [-0.018, -0.105, -0.067], [0.028, 0.032, -0.031], [-0.114, 0.014, 0.006], [-0.006, 0.037, -0.118], [-0.015, 0.069, -0.029], [0.010, -0.014, -0.034], [-0.089, -0.084, -0.149], [-0.070, 0.069, -0.148], [-0.580, 0.157, -0.153], [1.000, -0.207, 0.291], [-0.058, 0.077, -0.026], [-0.032, -0.197, 0.058], [0.647, 0.069, 0.016], [-0.048, -0.393, 0.053], [-1.241, 0.530, -0.358], [-0.010, 0.019, -0.060], [-0.037, 0.054, 0.040], [-0.005, -0.012, -0.060], [-0.006, -0.020, 0.064], [-0.084, -0.025, 0.006]], "s2": 8.7645, "homo_lumo_gap_ev": [7.640, 6.785], "e_above_lowest_ev": 0.613, "multiplicity": 6, "homo_ev": [-7.2, -7.9]}


No. 2
{"formula": "C22H23O6S2", "method": "wB97M-V/def2-TZVPD", "elements": ["C", "C", "C", "C", "S", "C", "C", "S", "C", "C", "C", "C", "C", "C", "O", "O", "O", "O", "C", "C", "H", "H", "H", "H", "H", "H", "H", "H", "H", "H", "H", "H", "C", "C", "C", "C", "C", "O", "C", "C", "O", "C", "H", "H", "H", "H", "H", "H", "H", "H", "H", "H", "H"], "coordinates": [[0.602, 4.659, 3.683], [0.325, 4.781, 2.321], [-0.713, 4.048, 1.750], [-1.458, 3.187, 2.550], [-2.742, 2.167, 1.778], [-2.105, 0.468, 1.682], [-2.863, -0.600, 1.970], [-0.468, 0.121, 1.110], [0.445, -0.408, 2.543], [1.315, 0.477, 3.173], [1.929, 0.088, 4.364], [1.726, -1.209, 4.856], [0.901, -2.112, 4.175], [0.250, -1.706, 3.010], [-0.650, -1.081, 0.318], [0.141, 1.320, 0.589], [-3.855, 2.119, 2.696], [-2.885, 2.654, 0.423], [-1.275, 3.154, 3.932], [-0.210, 3.859, 4.491], [1.447, 5.199, 4.118], [0.917, 5.442, 1.687], [-0.944, 4.135, 0.693], [-2.502, -1.617, 1.818], [-3.867, -0.435, 2.371], [1.474, 1.462, 2.742], [2.556, 0.800, 4.904], [2.214, -1.520, 5.782], [0.747, -3.128, 4.546], [-0.420, -2.368, 2.471], [-1.953, 2.568, 4.549], [-0.015, 3.782, 5.562], [0.750, -3.323, -5.993], [0.639, -2.207, -4.961], [0.763, -0.859, -5.691], [-0.716, -2.315, -4.238], [-0.870, -1.236, -3.164], [-1.895, -0.540, -3.094], [0.267, -1.112, -2.312], [1.606, -1.360, -2.737], [2.601, -0.849, -2.209], [1.762, -2.335, -3.915], [0.696, -4.299, -5.496], [-0.074, -3.234, -6.712], [1.701, -3.241, -6.532], [0.776, -0.004, -5.007], [1.690, -0.840, -6.278], [-0.066, -0.730, -6.397], [-1.532, -2.258, -4.968], [-0.764, -3.294, -3.732], [0.127, -0.721, -1.316], [1.743, -3.353, -3.491], [2.732, -2.195, -4.412]], "forces_ev_per_a": [[-0.026, -0.045, -0.058], [-0.100, 0.012, 0.054], [0.139, -0.105, -0.098], [-0.305, -0.108, 0.053], [0.396, 0.533, -0.399], [-0.400, -0.287, 0.606], [-0.245, 1.221, 0.166], [0.661, -0.941, -1.521], [0.063, 0.185, 0.272], [-0.260, -0.010, 0.218], [-0.063, -0.350, -0.082], [-0.029, 0.126, -0.041], [0.006, 0.201, -0.129], [0.062, 0.186, 0.293], [-0.030, 0.813, 1.445], [-0.462, -0.471, 0.500], [0.075, -0.101, -0.226], [-0.082, -0.447, 1.002], [0.195, -0.279, -0.154], [-0.078, 0.049, 0.039], [-0.315, -0.169, -0.127], [-0.127, -0.198, 0.215], [0.120, -0.191, 0.150], [-0.076, 0.369, -0.063], [0.289, -0.129, -0.194], [-0.072, -0.129, 0.102], [-0.095, -0.295, -0.180], [-0.146, 0.116, -0.289], [0.126, 0.355, -0.063], [0.200, 0.015, 0.054], [0.215, 0.000, -0.103], [-0.092, 0.076, -0.318], [-0.006, 0.087, 0.033], [0.030, 0.130, 0.334], [-0.011, -0.024, -0.107], [0.007, 0.097, -0.307], [0.915, -0.023, 0.237], [-0.336, -0.473, 0.057], [0.260, -0.141, -0.169], [-1.362, -0.172, -0.113], [0.725, -0.246, 0.192], [0.034, 0.084, -0.282], [0.003, 0.045, -0.163], [0.126, -0.145, 0.006], [-0.097, -0.135, 0.014], [-0.069, -0.227, -0.025], [-0.022, 0.008, 0.093], [0.014, 0.017, 0.107], [-0.014, 0.071, 0.095], [-0.047, 0.166, -0.168], [0.312, 0.652, -1.050], [0.032, 0.180, -0.108], [-0.038, 0.046, 0.201]], "homo_lumo_gap_ev": 4.471, "total_charge": -1, "multiplicity": 1, "homo_ev": -2.7}


No. 3
{"formula": "C21H40NO2P2SiW", "method": "wB97M-V/def2-TZVPD", "elements": ["C", "C", "N", "C", "C", "C", "C", "P", "W", "P", "C", "C", "C", "C", "C", "C", "C", "O", "O", "H", "H", "H", "C", "C", "H", "H", "H", "H", "C", "C", "H", "H", "H", "H", "H", "H", "H", "H", "H", "H", "H", "H", "H", "H", "H", "H", "H", "H", "H", "H", "H", "H", "C", "Si", "C", "C", "C", "H", "H", "H", "H", "H", "H", "H", "H", "H", "H", "H"], "coordinates": [[-0.834, 2.496, -3.236], [-0.856, 1.489, -2.281], [0.251, 1.186, -1.543], [1.436, 1.683, -1.950], [1.505, 2.689, -2.887], [0.363, 3.124, -3.529], [-2.180, 0.930, -1.841], [-2.097, -0.332, -0.504], [0.247, -0.144, 0.154], [2.588, -0.407, -0.520], [2.688, 1.280, -1.238], [-0.129, -2.094, 1.216], [-0.847, -2.150, 2.432], [-0.726, -3.254, 3.280], [0.003, -4.387, 2.881], [0.587, -4.422, 1.606], [0.479, -3.316, 0.757], [-2.550, -1.460, -5.681], [1.136, -2.082, -3.918], [-1.783, 2.745, -3.710], [2.485, 3.111, -3.050], [0.416, 3.884, -4.290], [-3.508, 0.261, 0.464], [-2.670, -1.937, -1.151], [3.523, 1.213, -1.947], [2.976, 2.008, -0.458], [-2.768, 0.493, -2.630], [-2.845, 1.752, -1.537], [3.712, -0.600, 0.863], [3.259, -1.458, -1.806], [-1.484, -1.301, 2.704], [-1.196, -3.241, 4.267], [0.105, -5.249, 3.539], [1.131, -5.318, 1.273], [0.880, -3.373, -0.266], [0.667, -1.619, -4.610], [0.549, -2.016, -3.131], [-2.091, -1.935, -4.994], [-2.108, -0.572, -5.639], [1.297, -1.550, -0.082], [-4.424, 0.275, -0.154], [-3.657, -0.411, 1.310], [-3.335, 1.273, 0.842], [-3.769, -1.968, -1.189], [-2.267, -2.147, -2.154], [-2.319, -2.712, -0.455], [4.269, -1.085, -2.030], [3.334, -2.468, -1.383], [2.647, -1.475, -2.722], [4.708, -0.725, 0.432], [3.681, 0.251, 1.546], [3.429, -1.512, 1.393], [-1.750, 3.046, 2.055], [-0.297, 2.141, 2.827], [0.908, 3.369, 3.587], [-0.901, 0.950, 4.150], [0.861, 1.276, 1.530], [-1.798, 4.069, 2.464], [-2.711, 2.560, 2.278], [-1.649, 3.139, 0.965], [0.460, 3.936, 4.415], [1.790, 2.833, 3.966], [1.247, 4.079, 2.820], [-1.944, 0.643, 3.989], [-0.283, 0.045, 4.200], [-0.852, 1.433, 5.139], [1.317, 2.140, 1.005], [1.693, 0.918, 2.166]], "forces_ev_per_a": [[-0.221, -0.605, -0.022], [-0.238, 0.881, 0.672], [-0.685, -0.659, -0.869], [0.130, 0.724, 0.592], [0.241, -0.064, -0.137], [0.007, -0.080, -0.337], [-0.411, -0.019, -0.004], [-0.413, 1.069, -0.316], [1.375, -4.788, 0.941], [-1.564, 1.992, 0.259], [1.733, -0.240, -0.189], [-0.617, -0.548, -0.875], [0.524, 0.068, -0.498], [0.101, -0.516, 0.065], [-0.040, 0.560, -0.167], [-0.245, 0.006, -0.267], [-0.248, 0.220, 1.105], [0.676, 1.743, 0.026], [-0.655, -0.024, 0.999], [0.377, 0.096, -0.039], [-0.047, 0.163, -0.347], [-0.023, 0.243, 0.018], [-0.563, -0.153, 0.304], [-0.204, -0.223, -0.081], [-0.106, 0.663, -0.148], [-0.231, -0.340, -0.235], [0.077, -0.230, -0.888], [0.392, -0.078, 0.279], [0.510, 0.028, -0.223], [0.122, -0.290, -0.048], [0.358, -0.283, 0.143], [0.043, -0.034, -0.355], [-0.058, 0.287, -0.082], [-0.355, 0.397, 0.153], [0.014, -0.047, 0.602], [-0.132, 0.134, -0.405], [0.513, -0.111, -0.703], [0.121, -0.600, 0.319], [-0.783, -1.136, -0.326], [-0.753, 0.697, -0.093], [0.370, -0.116, 0.228], [-0.159, 0.038, 0.071], [0.115, -0.296, -0.134], [0.323, 0.046, -0.089], [-0.064, 0.103, 0.386], [-0.074, 0.195, -0.243], [-0.198, -0.189, -0.013], [0.027, 0.095, -0.272], [0.306, 0.040, 0.455], [0.130, 0.038, 0.372], [0.002, -0.125, -0.136], [0.045, 0.035, 0.025], [-0.187, 0.282, -0.038], [0.663, -0.278, -0.200], [-0.118, 0.077, 0.077], [-0.022, -0.040, 0.186], [0.343, 1.337, 0.648], [-0.027, -0.322, -0.144], [0.298, 0.172, -0.023], [-0.029, 0.001, 0.132], [0.150, -0.114, -0.187], [-0.191, 0.166, -0.031], [-0.046, -0.097, 0.200], [0.236, 0.031, 0.028], [-0.103, 0.189, 0.011], [-0.054, -0.105, -0.294], [-0.273, 0.029, 0.251], [-0.188, -0.089, -0.087]], "s2": 2.0200, "homo_lumo_gap_ev": [6.058, 7.063], "total_charge": 1, "multiplicity": 3, "homo_ev": [-9.3, -10.5]}


No. 4
{"formula": "C6H8OS", "method": "wB97M-V/def2-TZVPD", "elements": ["C", "C", "C", "C", "C", "C", "H", "H", "H", "H", "H", "H", "H", "H", "O", "S"], "coordinates": [[-0.472, 0.063, 1.075], [0.964, 0.373, 0.402], [0.457, 1.170, -0.857], [-0.921, 0.356, -1.059], [-0.633, -0.771, -0.170], [0.898, -1.025, -0.149], [0.465, -1.394, 2.217], [-1.210, 0.941, 1.155], [1.782, 0.723, 1.094], [1.070, 0.941, -1.796], [0.311, 2.305, -0.681], [-1.123, -0.113, -2.032], [-1.923, 0.934, -0.750], [-1.200, -1.652, -0.336], [-0.218, -0.578, 2.215], [1.754, -2.273, -0.329]], "forces_ev_per_a": [[2.043, 0.542, -1.016], [-0.063, 1.850, 0.027], [-0.308, 0.593, -0.981], [-1.241, 1.525, -1.773], [-0.062, -1.173, 0.268], [-3.510, 3.809, 0.713], [-2.377, 3.023, -0.727], [1.194, -1.443, 0.477], [-0.740, -0.188, -1.104], [-0.528, 0.820, 1.384], [0.373, -1.980, -0.359], [0.368, 1.057, -0.352], [2.304, -1.176, -0.642], [-1.041, -0.686, 0.457], [1.207, -3.514, 4.082], [2.381, -3.060, -0.454]], "homo_lumo_gap_ev": 8.711, "e_above_lowest_ev": 3.287, "multiplicity": 1, "homo_ev": -8.6}


no.,maximum force (eV Å⁻¹)
1,1.40
2,1.91
3,5.07
4,5.52